DFT (ωB97M-V/def2-TZVPD) results for a molecular structure, C24H18AsF5N3O8RuS3.

Output
E (eV): -155543.7220
Expectation value of S²: 0.79
HOMO level (spin up / spin down) (eV): -0.920 / -2.041
Multiplicity: 2
Lowest unoccupied orbital energy (spin up / spin down) (eV): 2.74 / 2.75
Charge: -2

Last column: Mulliken spin population.
Element x y z (Å)
Ru -0.068863 -0.138175 0.710198  -0.0399
O -3.492313 -1.936360 -5.322307  0.1686
N -3.237977 -0.708205 -5.193956  0.1283
O -3.609393 0.133307 -6.048313  0.1707
C -2.525504 -0.249727 -4.071985  0.0026
C -2.258966 1.108843 -4.015651  0.3160
C -1.552717 1.672868 -2.936960  -0.0507
C -1.191807 3.037685 -2.868986  0.0588
C -0.468619 3.488607 -1.799793  -0.0517
C -0.108324 2.596599 -0.780013  0.0969
N -0.460510 1.324544 -0.805461  -0.0235
C -1.160381 0.859533 -1.861068  0.0484
C -1.470725 -0.547178 -1.876237  -0.0059
N -1.082680 -1.260096 -0.781934  0.0202
C -1.169072 -2.581647 -0.816576  0.0113
C -1.698199 -3.245652 -1.910113  0.0155
C -2.178172 -2.540033 -2.990209  0.0238
C -2.081595 -1.138460 -3.003881  -0.0050
H -2.586471 1.730837 -4.834137  0.0492
H -1.482349 3.702269 -3.674244  0.0028
H -0.154008 4.521567 -1.728146  -0.0008
H 0.480655 2.916801 0.068980  0.0113
H -0.815554 -3.109403 0.049893  0.0082
H -1.738605 -4.326514 -1.897170  0.0023
H -2.611745 -3.044523 -3.834466  0.0113
O 3.208576 2.417173 0.511973  -0.0003
As 3.093934 1.142830 1.729219  0.0012
O 3.816456 1.684078 3.091677  0.0001
O 1.493027 0.646432 1.903893  -0.0023
C 4.190367 -0.322589 1.054927  0.0001
C 5.217786 -0.676886 1.926423  0.0000
C 6.022449 -1.775346 1.663716  0.0000
C 5.810596 -2.531014 0.519774  0.0000
C 4.794850 -2.186107 -0.357006  0.0000
C 3.991253 -1.080590 -0.095247  0.0003
S 2.610404 -0.823336 -1.194994  0.0005
O 2.997943 -1.379789 -2.469982  0.0000
O 1.526667 -1.576914 -0.522916  -0.0013
O 2.366480 0.610972 -1.218936  0.0007
H 2.794937 2.042104 -0.288780  -0.0015
H 5.343871 -0.077136 2.819468  0.0000
H 6.804125 -2.051681 2.362017  0.0000
H 6.432704 -3.394132 0.312823  0.0000
H 4.615237 -2.749428 -1.262728  0.0000
C -2.811022 3.098990 3.547652  -0.0005
C -2.443409 2.001797 2.569748  0.0130
S -0.799511 1.792418 2.308474  -0.0142
C -3.440960 1.228040 1.962386  -0.0151
C -4.907770 1.495897 2.228715  0.0007
S -3.068275 -0.025868 0.927081  0.0471
H -1.907590 3.562845 3.939516  0.0001
H -3.385021 2.701955 4.388723  0.0007
H -3.413987 3.873965 3.066559  0.0006
H -5.077973 2.349462 2.884179  0.0005
H -5.368737 0.615387 2.680817  -0.0006
H -5.423286 1.675491 1.283852  -0.0007
F -1.010234 -2.595558 1.994701  -0.0001
C -0.170460 -1.517129 2.284675  0.0009
F -0.783667 -0.947682 3.386813  0.0001
C 1.103591 -2.196734 2.913032  0.0015
F 1.526723 -1.550540 4.003387  0.0000
F 0.847778 -3.472997 3.306452  0.0000
F 2.126072 -2.275892 2.060428  -0.0001

Cartesian forces (eV/Å) of the 6 atoms listed first:
Ru -0.3333 -0.3856 1.2197
O -0.1030 -0.1315 -0.1022
N 0.4359 0.1001 0.7011
O -0.0960 0.0629 -0.1925
C -0.3532 -0.3926 -0.5389
C 0.1284 0.3397 0.1512


DFT (ωB97M-V/def2-TZVPD) results for 2 unconnected molecules or ions with the total composition C3H7NO2.

Output
E (eV): -8805.3883
SMILES: C=CC.O=NO
HOMO level (eV): -9.643
Lowest unoccupied orbital energy (eV): -0.09
Charge: 0

Last column: Mulliken charge in e.
Element x y z (Å)
C -1.138059 -0.580493 0.412434  -0.8423
C 0.043578 -0.891843 -0.099401  0.1866
C 0.194542 -1.442738 -1.497683  -1.0694
H -1.434441 -0.308525 1.464705  0.2457
H -1.944625 -0.797744 -0.186884  0.3000
H 0.900952 -0.494013 0.467711  0.2734
H -0.361151 -2.303502 -1.596589  0.3310
H 1.254243 -1.643120 -1.638118  0.3258
H -0.264327 -0.732725 -2.161847  0.2764
O 1.567977 1.827056 2.387509  -0.3041
N 1.227642 1.881759 1.226113  0.2725
O 0.075973 2.711182 1.120594  -0.3858
H -0.122304 2.774707 0.101456  0.3902

Cartesian forces (eV/Å) of the 6 atoms listed first:
C 0.4429 -0.2674 2.0552
C 0.2212 1.4532 0.9239
C 1.2335 1.7660 1.4679
H 0.9967 0.1564 -1.2627
H -2.1602 -0.5251 -1.2280
H 0.0240 -0.9511 -0.4022


DFT (ωB97M-V/def2-TZVPD) results for a molecular structure, C27H22CoF3N5O7S.

Output
E (eV): -106756.6326
Expectation value of S²: 3.76
HOMO level (spin up / spin down) (eV): -0.409 / -0.440
Multiplicity: 4
Lowest unoccupied orbital energy (spin up / spin down) (eV): 4.57 / 4.57
Charge: -2

Last column: Mulliken spin population.
Element x y z (Å)
Co -0.770202 0.817649 0.142406  2.7336
O 1.059770 -1.332178 -2.695793  0.0060
C 0.465661 -1.478113 -1.591786  -0.0034
N -0.574314 -0.609287 -1.264939  0.0335
C -1.527177 -0.438818 -2.256119  0.0113
C -1.775547 -1.390284 -3.253955  0.0126
C -2.813322 -1.223444 -4.158722  -0.0046
C -3.646325 -0.116029 -4.079681  0.0108
C -3.415224 0.853004 -3.111584  -0.0052
C -2.355371 0.717314 -2.217230  0.0343
N -1.986625 1.624259 -1.245531  0.0669
C -2.306573 2.910504 -1.202681  0.0042
O -3.028216 3.575084 -1.964206  0.0027
C -1.592792 3.584824 -0.062614  0.0065
C -1.892330 4.886109 0.310358  0.0010
C -1.169113 5.483712 1.325031  0.0011
C -0.156063 4.752775 1.934519  0.0012
C 0.076595 3.458855 1.511350  0.0090
N -0.620034 2.880475 0.535174  0.0061
C 0.820528 -2.638346 -0.786379  0.0023
C 1.195350 -3.780121 -1.513102  -0.0068
C 0.880392 -5.045482 -1.062846  0.0229
C -0.010111 -5.130120 0.054918  -0.0127
C -0.245909 -4.048881 0.823429  0.0134
N 0.521496 -2.875059 0.607054  -0.0005
H -1.155267 -2.275813 -3.300714  -0.0003
H -2.982169 -1.971904 -4.926284  -0.0003
H -4.474830 -0.006308 -4.771672  0.0012
H -4.045848 1.727148 -3.044295  -0.0004
H -2.688001 5.395666 -0.214946  0.0000
H -1.373326 6.502045 1.632411  -0.0002
H 0.452714 5.183454 2.717806  0.0001
H 0.851025 2.850093 1.960089  0.0000
H 1.613777 -3.630533 -2.502128  -0.0020
H 1.142191 -5.927287 -1.634673  0.0019
H -0.564050 -6.046046 0.233263  -0.0005
H -0.981422 -4.029643 1.619583  0.0014
N 3.592580 -0.088163 -1.637885  0.0000
C 3.429544 1.296562 -2.040881  0.0016
C 2.428028 2.060106 -1.164918  0.0046
O 2.360129 3.262212 -1.207540  0.0008
O 1.652400 1.335711 -0.356418  0.0139
H 4.496923 -0.443139 -1.915159  -0.0001
H 2.879729 -0.671387 -2.108732  -0.0005
H 1.929000 0.396456 -0.373822  -0.0152
H 3.067279 1.409658 -3.070644  -0.0003
H 4.374985 1.834341 -1.962549  0.0001
F -1.910460 2.660728 3.765437  0.0001
C -2.721082 1.814395 3.103226  0.0006
F -3.725625 1.511577 3.948719  -0.0003
F -3.268926 2.486522 2.084415  0.0003
S -1.802706 0.253580 2.568332  -0.0088
O -2.062288 -0.601043 3.694272  0.0025
O -2.463174 -0.107438 1.328635  0.0191
O -0.434331 0.715920 2.399491  0.0301
C 3.217675 -1.670062 3.603183  0.0003
C 3.454210 -1.360999 2.271134  0.0004
C 2.583231 -1.776373 1.279484  0.0016
C 1.410821 -2.478608 1.593205  -0.0036
C 1.206392 -2.828171 2.938571  0.0025
C 2.087163 -2.414241 3.918521  -0.0002
H 3.897603 -1.342178 4.381425  0.0000
H 4.341193 -0.799417 1.994488  0.0001
H 2.838043 -1.604737 0.244644  0.0024
H 0.328314 -3.384431 3.225014  0.0006
H 1.884009 -2.676653 4.950842  0.0000

Cartesian forces (eV/Å) of the 6 atoms listed first:
Co 0.6258 -0.4479 -0.8322
O 0.2014 0.2979 0.2477
C 0.1650 -0.6585 -0.3313
N 0.1490 0.3348 0.7997
C -0.2156 -0.1531 -0.1067
C -0.1017 -0.0131 -0.0463


DFT (ωB97M-V/def2-TZVPD) results for C5H9NO in the gas phase.

Output
E (eV): -8868.3413
SMILES: O=CN1CCCC1
HOMO level (eV): -9.358
Lowest unoccupied orbital energy (eV): 0.89
Charge: 0

Last column: Mulliken charge in e.
Element x y z (Å)
O 1.432516 -2.671696 -0.286614  -0.5605
C 1.432220 -1.537470 -0.689526  0.0542
N 0.795137 -0.471283 -0.149424  0.0588
C 0.617321 0.881842 -0.742058  -0.4924
C -0.878424 1.063730 -0.446065  -0.5981
C -1.019344 0.540134 0.965257  -0.6544
C -0.189821 -0.731911 0.933818  -0.5602
H 1.950505 -1.181634 -1.609127  0.2547
H 1.106415 1.571004 -0.053064  0.2422
H 0.885974 0.880755 -1.789525  0.3809
H -1.266185 2.069746 -0.614148  0.3675
H -1.502318 0.342790 -0.988600  0.2659
H -2.072118 0.465993 1.258037  0.3269
H -0.698848 1.278238 1.715397  0.2926
H -0.850963 -1.529259 0.602880  0.2943
H 0.257938 -0.970985 1.892769  0.3275

Cartesian forces (eV/Å) of the 6 atoms listed first:
O -0.1112 -0.3886 0.3316
C 0.2056 1.6658 -1.0962
N -0.3210 -0.6029 0.9699
C -1.2919 -1.4228 1.3948
C -0.5222 -0.0734 -0.4338
C -0.3385 1.4107 1.0787


DFT (ωB97M-V/def2-TZVPD) results for a molecular structure, CH18F3O16PSZr.

Output
E (eV): -63644.4474
HOMO level (eV): -8.465
Lowest unoccupied orbital energy (eV): -2.27
Charge: 0

Last column: Mulliken charge in e.
Element x y z (Å)
Zr -15.101784 -11.944926 -15.923855  1.6258
C -17.226365 -8.182514 -13.618438  0.4673
F -17.592269 -7.510503 -12.542453  -0.1171
F -18.285394 -8.309196 -14.396061  -0.2122
F -16.269663 -7.501241 -14.284559  -0.1967
S -16.619648 -9.943933 -13.251748  1.2036
O -15.582570 -9.816045 -12.234659  -0.5202
O -17.756849 -10.750705 -12.834908  -0.9083
O -16.105745 -10.397099 -14.549321  -0.3951
P -13.188582 -12.067364 -14.067523  0.9069
O -11.679482 -12.492245 -14.172248  -0.5090
O -13.173962 -12.789424 -15.543084  -0.7113
O -13.596548 -10.865582 -14.980659  -0.4938
O -14.562150 -12.834038 -14.114968  -0.4481
O -13.958885 -11.386644 -10.772194  -0.6647
H -13.077799 -11.173778 -11.095460  0.2807
H -14.515886 -10.640586 -11.056805  0.4428
O -15.783990 -4.368033 -11.538432  -0.6632
H -15.876633 -5.317523 -11.674692  0.3736
H -15.482238 -4.283378 -10.630060  0.3092
O -16.756465 -7.901944 -9.926128  -0.5953
H -16.366097 -7.656655 -10.770151  0.2374
H -16.053030 -8.360371 -9.457392  0.2821
O -14.533215 -6.758796 -11.952393  -0.5289
H -13.786617 -6.201137 -12.193674  0.2717
H -14.219228 -7.661479 -12.088522  0.2233
O -17.638124 -11.830129 -9.391178  -0.6529
H -17.444088 -11.528867 -10.284313  0.3230
H -16.996543 -12.528049 -9.227350  0.3068
O -16.992775 -12.831346 -14.885822  -0.4356
H -17.559563 -12.306043 -14.295905  0.2342
H -17.182425 -13.750167 -14.661276  0.2714
O -20.120930 -11.953464 -13.815209  -0.6548
H -20.456575 -12.297655 -12.982023  0.3112
H -19.312286 -11.481296 -13.574665  0.4983
O -15.101048 -9.946117 -17.068681  -0.4635
H -15.582568 -9.372724 -17.677489  0.2838
H -14.187965 -9.615977 -17.082516  0.3241
O -19.124440 -5.699128 -10.720543  -0.6059
H -19.505124 -5.536954 -9.853125  0.2881
H -18.783554 -6.598847 -10.668667  0.3112

Cartesian forces (eV/Å) of the 6 atoms listed first:
Zr 4.9245 -1.3007 4.8532
C 0.4631 -0.3900 -0.4585
F 0.3893 -0.1974 0.0041
F -0.3328 -0.0021 -0.4987
F -0.5611 -0.5134 0.5139
S 1.0823 -0.4239 1.6001


DFT (ωB97M-V/def2-TZVPD) results for CH3N5O2 in the gas phase.

Output
E (eV): -12625.0367
SMILES: N/N=c1\nnon1O
HOMO level (eV): -9.498
Lowest unoccupied orbital energy (eV): -0.42
Charge: 0

Last column: Mulliken charge in e.
Element x y z (Å)
N -2.238094 -0.069921 0.140232  -0.3619
N -1.152576 0.523235 -0.349095  -0.2675
C -0.038454 -0.067651 -0.236683  0.5855
N 0.246740 -1.324963 0.364170  -0.1131
N 1.408867 -1.617012 0.245675  -0.1472
O 2.042502 -0.552111 -0.512744  -0.1426
N 1.221903 0.612044 -0.496001  -0.0710
O 1.454860 1.445110 0.625179  -0.3888
H -2.122988 -1.065689 0.409187  0.2767
H -3.017869 0.093338 -0.491514  0.2601
H 2.195105 2.023623 0.301596  0.3698

Cartesian forces (eV/Å) of the 6 atoms listed first:
N -0.9343 -1.2046 -0.0028
N 1.0516 -0.3040 -0.3813
C 0.5483 1.5068 0.5766
N -1.4512 -0.2625 0.3823
N 0.3725 0.6499 -0.6028
O 1.2228 0.8650 0.5904